[1]
{"formula": "BF4H20MgO10", "method": "wB97M-V/def2-TZVPD", "elements": ["Mg", "B", "F", "F", "F", "F", "O", "H", "H", "O", "H", "H", "O", "H", "H", "O", "H", "H", "O", "H", "H", "O", "H", "H", "O", "H", "H", "O", "H", "H", "O", "H", "H", "O", "H", "H"], "coordinates": [[-1.926, 1.217, 1.402], [0.068, -0.176, -0.421], [-0.289, -1.306, 0.221], [-0.554, -0.382, -1.608], [-0.423, 0.935, 0.242], [1.399, -0.077, -0.640], [2.601, -2.805, -1.912], [2.786, -2.096, -1.296], [1.839, -2.501, -2.406], [1.755, 0.238, 2.219], [1.721, 0.009, 1.290], [2.660, 0.062, 2.477], [-0.885, 0.203, 2.762], [0.041, 0.009, 2.613], [-1.100, -0.264, 3.570], [0.143, -3.048, 2.135], [-0.625, -3.607, 2.022], [0.098, -2.429, 1.406], [3.022, 2.079, -1.265], [2.436, 1.347, -1.073], [3.617, 1.740, -1.934], [0.473, 1.569, -2.934], [1.125, 1.148, -3.494], [0.255, 0.905, -2.280], [0.066, -2.349, -3.073], [-0.424, -1.654, -2.635], [-0.244, -3.156, -2.663], [-2.649, 2.207, -0.141], [-2.888, 3.102, 0.101], [-2.826, 2.158, -1.081], [-2.836, -0.537, 0.892], [-3.641, -0.619, 0.381], [-2.543, -1.438, 1.025], [-0.993, 2.872, 1.981], [-0.730, 3.280, 2.806], [-0.527, 3.368, 1.309]], "mulliken_charge": [0.7120, 0.1090, -0.2940, -0.4685, 0.2100, -0.3703, -0.6282, 0.2809, 0.3884, -0.6713, 0.2947, 0.3076, -0.2828, 0.2697, 0.2993, -0.6861, 0.2933, 0.5374, -0.6591, 0.3950, 0.3227, -0.6350, 0.3351, 0.3029, -0.7219, 0.4118, 0.3218, -0.3448, 0.2963, 0.2948, -0.3548, 0.2640, 0.2159, -0.3120, 0.2759, 0.2904], "homo_lumo_gap_ev": 8.125, "charge": 1}


[2]
{"formula": "C4H6N5O4", "method": "wB97M-V/def2-TZVPD", "elements": ["C", "C", "C", "C", "N", "N", "N", "N", "N", "O", "O", "O", "O", "H", "H", "H", "H", "H", "H"], "coordinates": [[-1.511, 1.826, 1.270], [0.947, 1.406, 0.350], [0.016, -2.088, -0.469], [-0.338, 0.841, 0.981], [-0.591, -1.889, -1.660], [0.033, -1.471, 0.621], [-1.348, -0.700, -1.979], [-0.733, -0.367, 1.034], [2.122, 1.106, 0.687], [-2.080, 1.809, 2.338], [3.251, 1.604, 0.361], [-1.702, 2.285, 0.138], [2.277, -0.034, 1.513], [0.829, 2.323, -0.260], [0.642, -3.037, -0.374], [-1.104, -2.598, -2.067], [1.472, -0.698, 1.553], [-0.956, -0.322, -2.816], [-1.227, 0.005, -1.221]], "mulliken_charge": [0.4328, -0.4940, -0.0591, 0.2486, -0.0644, -0.3262, -0.6344, -0.4627, 0.7728, -0.6700, -0.6169, -0.6583, -0.5468, 0.4721, 0.2806, 0.2373, 0.5312, 0.2316, 0.3256], "s_squared": 2.014, "homo_lumo_gap_ev": [5.732, 5.933], "multiplicity": 3, "charge": -1}


[3]
{"formula": "C4H6N2O", "method": "wB97M-V/def2-TZVPD", "elements": ["N", "C", "O", "C", "C", "C", "N", "H", "H", "H", "H", "H", "H"], "coordinates": [[-2.257, 0.548, -0.958], [-2.117, 0.026, 0.184], [-0.927, -0.437, 0.651], [0.240, -0.243, -0.161], [1.455, -0.104, 0.733], [2.529, 0.098, -0.244], [3.383, 0.279, -0.998], [-3.225, 0.800, -1.138], [-2.908, -0.138, 0.928], [0.035, 0.570, -0.840], [0.710, -0.998, -0.879], [1.416, 0.665, 1.511], [1.666, -1.067, 1.211]], "mulliken_charge": [-0.6058, 0.1558, -0.3358, -0.5481, -0.1774, 0.1772, -0.3937, 0.2442, 0.3652, 0.3704, 0.2218, 0.3094, 0.2170], "homo_lumo_gap_ev": 11.355, "de_lowest_ev": 1.942, "charge": 0, "smiles": "[H]/N=C/OCCC#N"}


[4]
{"formula": "C5H7N5O", "method": "wB97M-V/def2-TZVPD", "elements": ["C", "C", "C", "C", "C", "H", "H", "H", "H", "H", "H", "H", "N", "N", "N", "N", "N", "O"], "coordinates": [[-3.003, -0.550, 0.177], [-0.609, 0.086, -0.239], [0.262, 2.159, -0.202], [1.803, 0.453, -0.056], [0.726, -0.432, -0.260], [-3.244, -1.108, 1.073], [-3.113, 0.513, 0.366], [-3.652, -0.925, -0.673], [-1.318, -1.766, -0.021], [0.185, 3.246, -0.171], [3.665, 0.915, 0.349], [3.286, -0.829, 0.465], [-1.596, -0.816, -0.120], [-0.822, 1.397, -0.267], [1.536, 1.772, -0.144], [3.047, 0.097, 0.224], [0.861, -1.848, -0.283], [1.985, -2.362, -0.218]], "mulliken_charge": [-0.8705, 0.4158, -0.1729, 0.7765, 0.3307, 0.3212, 0.3560, 0.2277, 0.3041, 0.3939, 0.2836, 0.2172, -0.2027, -0.6269, -0.6715, -0.3833, -0.1714, -0.5274], "homo_lumo_gap_ev": 8.359, "de_lowest_ev": 0.724, "charge": 0, "smiles": "CNc1ncnc(N)c1N=O"}


[5]
{"formula": "H24O12", "method": "wB97M-V/def2-TZVPD", "elements": ["O", "H", "H", "O", "H", "H", "O", "H", "H", "O", "H", "H", "O", "H", "H", "O", "H", "H", "O", "H", "H", "O", "H", "H", "O", "H", "H", "O", "H", "H", "O", "H", "H", "O", "H", "H"], "coordinates": [[-12.031, 7.160, 4.863], [-12.348, 6.429, 5.396], [-11.578, 7.724, 5.480], [-9.613, 5.868, 3.993], [-10.213, 5.790, 3.243], [-10.104, 6.021, 4.788], [-8.017, 8.509, 8.694], [-8.126, 8.986, 7.881], [-8.837, 8.223, 9.105], [-9.786, 6.791, 6.594], [-9.054, 7.372, 6.424], [-9.632, 6.268, 7.358], [-9.731, 3.861, 6.288], [-9.395, 2.944, 6.254], [-9.341, 4.137, 7.102], [-7.365, 7.461, 3.899], [-8.178, 7.433, 3.435], [-7.564, 8.111, 4.559], [-7.305, 4.993, 5.039], [-7.084, 5.650, 4.390], [-8.226, 5.188, 5.011], [-12.259, 5.201, 6.831], [-13.174, 4.910, 6.768], [-11.807, 4.390, 6.969], [-12.107, 6.378, 9.344], [-12.279, 5.866, 8.563], [-12.944, 6.649, 9.776], [-8.706, 4.832, 8.619], [-8.057, 4.144, 8.792], [-9.470, 4.518, 9.064], [-8.654, 9.182, 6.017], [-8.178, 9.988, 5.945], [-9.413, 9.440, 5.580], [-11.020, 8.941, 8.285], [-11.143, 9.565, 7.535], [-11.338, 8.090, 8.085]], "mulliken_charge": [-0.6772, 0.3908, 0.2410, -0.7011, 0.2520, 0.3173, -0.6522, 0.3271, 0.3026, 0.1997, 0.2719, -0.1229, -0.5454, 0.3282, 0.3092, -0.6810, 0.3020, 0.3335, -0.6793, 0.3660, 0.3790, -0.7040, 0.3042, 0.2768, -0.6416, 0.4210, 0.2889, -0.6582, 0.2613, 0.3024, -0.5881, 0.2867, 0.2016, -0.6080, 0.2879, 0.3080], "homo_lumo_gap_ev": 9.281, "de_lowest_ev": 2.307, "charge": 0, "smiles": "O.O.O.O.O.O.O.O.O.O.O.O"}


[6]
{"formula": "C16H20N4SSiTa", "method": "wB97M-V/def2-TZVPD", "elements": ["Ta", "N", "N", "C", "N", "S", "H", "H", "H", "H", "H", "C", "Si", "C", "C", "C", "C", "C", "C", "C", "H", "H", "H", "H", "H", "H", "H", "H", "H", "H", "H", "N", "C", "C", "C", "C", "C", "C", "C", "H", "H", "H", "H"], "coordinates": [[0.985, 0.637, -1.440], [0.077, -1.241, -0.372], [-1.014, -1.025, 0.502], [-1.570, 0.193, 0.615], [-2.647, 0.333, 1.351], [-0.913, 1.565, -0.204], [-0.227, -1.886, -1.107], [0.808, -1.728, 0.149], [-1.454, -1.852, 0.889], [-3.117, -0.438, 1.808], [-3.071, 1.247, 1.449], [2.787, 2.524, 3.136], [3.315, 1.226, 1.976], [4.517, -0.045, 2.465], [2.744, 1.307, 0.227], [2.127, 2.497, -0.180], [1.844, 2.750, -1.542], [2.589, 1.972, -2.517], [3.320, 0.862, -2.126], [3.193, 0.346, -0.810], [3.525, 3.339, 3.102], [2.790, 2.148, 4.161], [1.812, 2.953, 2.906], [5.487, 0.457, 2.595], [4.655, -0.849, 1.745], [4.265, -0.458, 3.446], [1.762, 3.202, 0.557], [1.361, 3.668, -1.845], [2.575, 2.291, -3.549], [3.851, 0.279, -2.870], [3.760, -0.532, -0.535], [-1.910, -2.285, -7.193], [-1.491, -1.637, -6.342], [-0.968, -0.828, -5.281], [-1.576, 0.409, -4.988], [-1.106, 1.201, -3.961], [-0.014, 0.757, -3.210], [0.583, -0.466, -3.527], [0.129, -1.283, -4.556], [-2.424, 0.724, -5.583], [-1.584, 2.147, -3.743], [1.520, -0.809, -3.012], [0.611, -2.216, -4.817]], "mulliken_charge": [1.2458, -0.6891, -0.3297, 0.8632, -0.3796, -0.4450, 0.3746, 0.3624, 0.2565, 0.2360, 0.2357, -1.0418, 0.4458, -0.9915, 1.0507, -0.5381, -0.6823, -0.3499, -0.6380, -0.8938, 0.4102, 0.4220, 0.4109, 0.3908, 0.3801, 0.4153, 0.3579, 0.5875, 0.4825, 0.4621, 0.4907, -0.2828, -0.3597, 0.4935, -0.5087, -0.5596, 0.7576, -0.5194, -1.0804, 0.5320, 0.5245, 0.5375, 0.5634], "homo_lumo_gap_ev": 6.680, "de_lowest_ev": 0.000, "charge": 3}


In order of appearance, DFT total energy = -1388.91969; -730.50182; -340.72355; -543.70671; -917.24056; -1584.36402 a.u..
In order of appearance, maximum force = 0.0546; 0.2225; 0.0460; 0.0462; 0.0661; 0.0065 hartree/bohr.